1.
Below is CH5P3 in the gas phase in a non-equilibrium geometry, with properties calculated with ωB97M-V/def2-TZVPD.

Values from the calculation:
* ΔE to the lowest compared entry with this formula, charge and spin: 29.4 kcal per mole
* SMILES: PP1#[PH]C1
* molecular weight: 109.97 g/mol
* spin multiplicity: 1

Element x y z (Å)
P -0.41 -1.94 0.25
P 0.83 -0.22 -0.40
P 0.65 1.04 1.47
C -0.43 1.09 -0.33
H 0.42 -2.89 -0.39
H -1.09 -1.97 -0.96
H 1.60 1.86 0.87
H -1.33 0.84 0.05
H -0.22 2.18 -0.56



2.
Below is a molecular structure, C16H32AgF4Li2O12P2S4 in a non-equilibrium geometry, with properties calculated with ωB97M-V/def2-TZVPD.

Values from the calculation:
* net charge: +1
* ΔE to the lowest compared entry with this formula, charge and spin: 59.4 kcal per mole
* molecular weight: 804.38 g/mol
* spin multiplicity: 1

Element x y z (Å)
Li 0.86 1.43 2.64
Li -2.70 2.79 -0.87
Ag -4.03 -1.33 0.89
O -1.45 3.86 0.18
P -0.06 4.18 0.77
O 0.71 3.11 1.65
F -0.06 5.57 1.51
F 0.95 4.55 -0.41
O -1.39 1.23 -0.87
P -0.89 0.09 0.02
O -0.14 0.30 1.33
F 0.00 -0.86 -0.90
F -2.10 -1.00 0.22
C -3.76 0.50 5.80
C -3.39 -0.96 5.47
C -1.88 -1.06 5.09
S -1.67 0.46 4.05
O -2.34 0.22 2.78
O -0.32 0.96 4.02
C -2.77 1.47 5.21
H -3.89 0.69 6.87
H -4.77 0.64 5.41
H -3.98 -1.37 4.65
H -3.55 -1.44 6.44
H -1.65 -2.00 4.58
H -1.21 -1.03 5.96
H -3.15 2.19 4.48
H -2.10 1.88 5.97
C 3.61 -2.31 0.28
C 4.87 -1.50 0.66
C 4.71 -1.11 2.14
S 2.89 -1.25 2.56
O 2.31 0.11 2.81
O 2.60 -2.29 3.61
C 2.37 -1.74 0.95
H 3.80 -3.34 0.56
H 3.51 -2.21 -0.80
H 5.06 -0.56 0.14
H 5.77 -2.08 0.51
H 4.92 -0.05 2.25
H 5.30 -1.77 2.78
H 2.17 -0.77 0.49
H 1.43 -2.28 1.11
C 1.76 1.81 -4.33
C 2.67 0.59 -4.40
C 2.94 0.03 -3.00
S 3.10 1.51 -1.88
O 4.47 2.00 -1.89
O 2.31 1.19 -0.68
C 2.10 2.59 -2.97
H 0.70 1.56 -4.33
H 1.88 2.43 -5.22
H 3.57 0.89 -4.93
H 2.15 -0.18 -4.98
H 3.76 -0.65 -2.75
H 2.03 -0.39 -2.59
H 2.44 3.62 -2.94
H 1.14 2.59 -2.44
C -2.84 -0.53 -4.50
C -1.62 -0.96 -3.74
C -1.81 -2.30 -3.01
S -3.69 -2.50 -2.84
O -4.05 -2.51 -1.43
O -4.01 -3.60 -3.67
C -4.07 -0.85 -3.65
H -2.99 -1.04 -5.45
H -2.57 0.49 -4.79
H -1.29 -0.08 -3.18
H -0.94 -1.15 -4.57
H -1.25 -2.44 -2.08
H -1.41 -3.05 -3.69
H -4.06 -0.10 -2.86
H -5.01 -0.85 -4.19



3.
Below is 40 unconnected molecules or ions with the total composition H80O40 in a non-equilibrium geometry, with properties calculated with ωB97M-V/def2-TZVPD.

Values from the calculation:
* ΔE to the lowest compared entry with this formula, charge and spin: 227.8 kcal per mole
* molecular weight: 720.60 g/mol
* spin multiplicity: 1

Element x y z (Å)
H 3.10 -2.98 -1.08
H 3.84 -3.24 0.36
O 3.63 -2.73 -0.35
H 4.58 -1.32 -4.92
H 4.01 -1.67 -3.50
O 3.99 -1.91 -4.38
H 2.17 5.14 -1.43
H 2.19 5.70 -3.06
O 2.29 4.97 -2.40
H 1.51 -3.83 1.51
H 0.75 -5.00 0.99
O 1.34 -4.33 0.66
H -4.93 -1.91 -3.99
H -4.88 -2.08 -2.56
O -4.43 -1.55 -3.27
H -0.24 1.96 -0.45
O -0.95 2.39 0.02
H 1.08 1.28 2.45
O 0.10 1.06 2.62
H -0.09 -6.26 -1.30
H 0.73 -6.11 -2.57
O -0.16 -6.35 -2.31
H 1.83 3.05 -1.48
H 1.97 3.11 0.06
O 1.26 3.27 -0.70
H -1.11 -0.79 2.43
H -0.72 -1.30 0.77
O -0.49 -1.32 1.75
H 1.04 -1.82 2.53
H 1.92 -2.24 1.39
O 1.92 -2.21 2.36
H -2.28 -2.43 1.48
O -2.98 -3.11 1.75
H 0.34 -3.53 -4.94
H -0.45 -4.84 -4.79
O -0.48 -3.95 -4.42
H 2.21 4.13 2.53
H 3.32 5.11 2.14
O 2.64 4.44 1.79
H -1.93 0.49 5.22
H -2.50 1.91 5.65
O -2.44 1.36 4.85
H -1.59 3.71 1.71
H -1.75 3.88 3.22
O -1.88 4.41 2.44
H -5.16 -3.64 1.81
H -4.37 -3.65 0.57
O -5.29 -3.69 0.90
H -1.94 -3.10 3.77
H -3.31 -3.95 4.01
O -2.38 -3.85 4.28
H -3.62 1.93 -0.89
O -3.93 2.37 -1.68
H 2.77 -3.78 -3.18
H 1.56 -3.28 -2.94
O 2.26 -3.58 -2.39
H 1.47 0.73 -2.95
O 2.42 0.95 -3.33
H -6.04 -1.48 2.31
H -4.66 -0.80 2.45
O -5.40 -1.20 2.90
H 0.10 6.09 -0.05
H -0.74 6.84 -1.10
O 0.16 6.58 -0.94
H -1.33 4.43 -2.78
H 0.05 3.90 -2.71
O -0.90 3.61 -2.89
H -3.31 1.37 2.11
H -2.01 1.51 1.20
O -2.65 0.92 1.53
H -1.74 -0.37 -0.48
H -2.12 -1.86 -0.93
O -2.27 -1.15 -0.22
H 2.10 -1.96 -5.10
H 0.82 -1.12 -5.08
O 1.11 -2.01 -5.21
H 0.28 -3.80 -0.41
H -0.52 -3.35 -1.67
O -0.57 -3.39 -0.73
H -6.59 -0.16 -1.19
H -5.38 -1.11 -0.83
O -6.31 -1.12 -0.88
H 1.09 -0.58 -0.99
H 1.16 0.97 -0.76
O 0.66 0.25 -1.16
H -0.31 3.28 5.20
H 0.32 2.04 4.76
O 0.56 2.88 5.09
H -0.94 0.28 -3.73
O -0.45 0.85 -4.32
H 0.12 -2.64 5.78
H 1.67 -2.36 6.14
O 0.99 -2.21 5.47
H -3.65 2.00 -2.47
H -1.29 3.07 -0.72
H 2.41 1.83 -3.55
H -0.14 1.28 1.68
H -2.52 -3.93 1.87
H -0.79 1.77 -4.14
O 2.77 0.78 0.61
H 3.65 0.37 0.77
H 3.01 1.71 0.63
O 5.41 2.04 1.67
H 4.63 1.46 1.73
H 5.98 1.42 2.25
O -1.70 -1.42 -3.04
H -2.55 -1.70 -3.35
H -0.92 -1.96 -2.88
O 2.98 -0.71 4.17
H 2.77 -0.05 4.83
H 2.35 -1.07 3.51
O 5.69 -0.37 2.96
H 4.88 -0.83 3.13
H 6.00 -0.81 2.12
O 1.72 3.32 -5.12
H 2.01 3.71 -4.32
H 2.12 2.50 -5.38
O -0.07 5.59 1.50
H 0.58 4.87 1.63
H -0.25 6.01 2.36



4.
Below is a molecular structure, C8H18CoF6O11S2 in a non-equilibrium geometry, with properties calculated with ωB97M-V/def2-TZVPD.

Values from the calculation:
* ⟨S²⟩: 3.75
* DFT total energy: -3921.65246 Ha
* molecular weight: 527.28 g/mol
* spin multiplicity: 4

Element x y z (Å)
Co 0.29 -0.16 -0.44
C -1.48 -0.79 -4.45
F -0.53 -1.71 -4.34
F -0.94 0.29 -5.05
F -2.50 -1.22 -5.21
S -1.85 -0.25 -2.70
O -0.48 0.04 -2.24
O -2.71 0.91 -2.69
O -2.40 -1.38 -1.91
C 2.71 -0.60 3.42
F 3.03 0.71 3.36
F 3.56 -1.29 2.71
F 2.80 -0.92 4.76
S 1.03 -0.91 2.68
O 1.41 -0.34 1.34
O 0.87 -2.32 2.62
O 0.16 -0.11 3.40
C 1.68 -2.70 -1.23
C 2.39 -1.61 -1.97
O 2.31 -0.30 -1.23
O 0.38 -2.21 -0.93
H 2.14 -2.90 -0.29
H 1.54 -3.65 -1.84
H 1.94 -1.38 -2.92
H 3.43 -1.81 -2.14
H 2.70 -0.30 -0.33
H -0.07 -2.73 -0.21
C -2.59 0.19 1.16
C -3.43 1.11 0.31
O -2.78 2.26 -0.18
O -1.55 -0.63 0.53
H -3.32 -0.37 1.75
H -1.99 0.67 1.91
H -4.29 1.47 1.05
H -3.86 0.64 -0.50
H -2.50 1.95 -1.08
H -1.99 -1.18 -0.17
C 0.81 2.91 2.34
C 1.15 2.49 0.93
O 0.11 1.80 0.27
H 1.70 3.41 2.72
H 0.63 2.01 2.91
H -0.09 3.57 2.43
H 1.93 1.75 0.90
H 1.39 3.35 0.34
H -0.75 2.28 0.24



5.
Below is a molecular structure, C10H21NaO9 in a non-equilibrium geometry, with properties calculated with ωB97M-V/def2-TZVPD.

Values from the calculation:
* net charge: -1
* ⟨S²⟩: 0.76
* DFT total energy: -1232.88848 Ha
* molecular weight: 308.26 g/mol
* spin multiplicity: 2

Element x y z (Å)
Na -0.92 1.20 1.00
C -2.58 -0.32 3.50
O -1.74 0.83 3.55
H -2.24 -1.22 4.01
H -3.65 -0.11 3.62
H -2.43 -0.58 2.45
C -3.60 3.09 0.48
O -2.28 3.28 1.01
H -3.58 2.12 -0.02
H -4.31 2.94 1.29
H -3.91 3.73 -0.35
C 2.20 2.85 1.87
O 0.88 2.54 2.33
H 2.83 2.01 2.16
H 2.09 2.87 0.78
H 2.56 3.84 2.17
C 3.29 -0.20 -1.72
C 2.89 -1.53 -0.89
C 3.71 -1.74 0.43
O 2.66 -1.98 1.36
C 1.54 -1.44 0.89
O 0.49 -1.30 1.47
O 1.65 -1.39 -0.48
H 2.51 -0.02 -2.46
H 4.31 -0.23 -2.10
H 3.26 0.78 -1.25
H 2.93 -2.49 -1.41
H 4.40 -0.93 0.64
H 4.23 -2.70 0.30
C -2.50 -2.66 -0.66
O -1.65 -2.35 -1.72
C -1.41 -1.04 -1.87
O -1.66 -0.11 -1.08
O -0.95 -0.94 -3.07
C -0.32 0.14 -3.64
H -3.37 -2.01 -0.59
H -1.90 -2.49 0.23
H -2.92 -3.65 -0.82
H 0.58 0.44 -3.09
H -1.17 0.82 -3.72
H 0.10 -0.05 -4.63



6.
Below is a molecular structure, C22H45N3O12V in a non-equilibrium geometry, with properties calculated with ωB97M-V/def2-TZVPD.

Values from the calculation:
* net charge: +1
* DFT total energy: -2875.94027 Ha
* molecular weight: 594.56 g/mol
* spin multiplicity: 1

Element x y z (Å)
C -2.97 -0.76 2.47
C -2.45 0.57 3.10
C -2.77 0.77 4.51
O -2.12 -0.23 5.24
C -2.60 -0.33 6.56
N -0.95 0.49 2.99
H -0.49 -0.35 3.29
H -0.64 0.60 2.03
H -0.55 1.20 3.59
H -2.51 -1.03 1.51
H -4.04 -0.72 2.27
H -2.72 -1.54 3.18
H -2.69 1.44 2.49
H -3.78 0.89 4.89
H -2.29 1.71 4.78
H -2.03 -1.18 6.94
H -3.68 -0.39 6.70
H -2.23 0.53 7.11
O -2.81 2.06 -2.20
V -2.67 2.39 -0.65
O -3.65 1.58 0.25
C 0.02 0.78 -2.36
C 0.00 0.49 -0.88
O -0.65 1.50 -0.10
H -0.78 0.24 -2.86
H 0.93 0.49 -2.88
H -0.04 1.85 -2.59
H 1.00 0.34 -0.47
H -0.44 -0.50 -0.78
C -0.86 -3.79 -2.12
O -2.29 -3.72 -1.78
C -2.64 -2.65 -0.91
C -4.16 -2.83 -0.58
O -4.46 -4.10 0.01
C -4.40 -4.20 1.45
H -0.84 -4.45 -2.98
H -0.39 -4.30 -1.27
H -0.40 -2.81 -2.23
H -2.50 -1.80 -1.58
H -1.98 -2.47 -0.07
H -4.61 -2.71 -1.57
H -4.56 -2.02 0.02
H -3.73 -4.87 1.98
H -5.42 -4.37 1.81
H -4.16 -3.28 1.98
C 4.36 0.44 0.39
O 4.95 -0.62 0.67
N 3.84 0.57 -0.84
C 3.36 1.86 -1.41
C 3.75 -0.57 -1.72
H 4.19 1.31 1.04
H 2.27 1.97 -1.49
H 3.62 2.07 -2.44
H 3.64 2.66 -0.73
H 3.76 -0.26 -2.77
H 4.48 -1.35 -1.54
H 2.78 -1.00 -1.46
C 1.30 -4.08 -5.02
O 1.82 -4.64 -4.02
N 1.59 -2.80 -5.29
C 2.46 -1.97 -4.40
C 0.64 -1.99 -6.03
H 0.64 -4.57 -5.76
H 3.41 -2.43 -4.10
H 1.88 -1.89 -3.48
H 2.73 -1.02 -4.86
H 1.00 -1.61 -6.98
H -0.23 -2.61 -6.26
H 0.24 -1.12 -5.51
C 3.90 4.84 2.37
C 3.23 5.90 1.78
C 1.96 5.72 1.00
O 1.45 6.58 0.21
C 1.39 4.37 1.25
C 2.01 3.33 1.82
C 3.36 3.42 2.43
O 4.00 2.48 2.95
O 1.54 2.10 1.76
O 3.69 7.18 1.83
H 4.74 5.21 2.94
H 0.43 4.12 0.83
H 0.78 2.07 1.17
H 3.06 7.78 1.42



7.
Below is a molecular structure, C19H29F4IN6Sn in a non-equilibrium geometry, with properties calculated with ωB97M-V/def2-TZVPD.

Values from the calculation:
* ΔE to the lowest compared entry with this formula, charge and spin: 2.9 kcal per mole
* molecular weight: 663.09 g/mol
* spin multiplicity: 1

Element x y z (Å)
Sn 1.89 -0.33 -0.70
C 4.19 -0.73 1.75
N 2.76 -0.31 1.59
C 2.60 1.09 2.15
C 1.79 -1.19 2.26
C 1.87 -2.55 1.57
N 1.60 -2.29 0.16
C 1.24 -3.32 -0.64
C 1.09 -3.16 -2.01
F 1.28 -1.93 -2.53
C 0.66 -4.14 -2.86
F 0.46 -3.76 -4.10
C 0.47 -5.42 -2.45
C 0.62 -5.65 -1.09
F 0.49 -6.90 -0.62
C 1.02 -4.69 -0.22
F 1.13 -5.05 1.07
H 4.36 -0.96 2.81
H 4.82 0.11 1.42
H 4.34 -1.63 1.18
H 2.82 1.04 3.21
H 1.58 1.43 2.07
H 3.30 1.76 1.60
H 0.80 -0.81 2.09
H 2.01 -1.28 3.35
H 1.20 -3.30 1.97
H 2.86 -3.01 1.72
H 0.08 -6.23 -3.07
N -4.07 0.90 4.22
C -3.07 1.17 3.32
C -2.30 2.34 3.36
C -1.27 2.47 2.43
N -0.97 1.60 1.47
C -1.78 0.55 1.39
C -2.80 0.28 2.26
H -4.09 1.45 5.05
H -4.55 0.03 4.18
H -2.46 3.05 4.12
H -0.60 3.39 2.46
H -1.56 -0.13 0.57
H -3.33 -0.66 2.15
I 4.39 -0.38 -1.80
C -0.39 2.57 -3.77
C -1.18 2.78 -2.48
C -2.46 3.68 -2.69
C -0.35 3.37 -1.35
N -1.53 1.42 -1.98
N -2.43 0.63 -2.80
H -0.12 3.51 -4.27
H -0.97 1.99 -4.51
H 0.48 1.94 -3.56
H -2.26 4.57 -3.28
H -2.96 3.99 -1.81
H -3.24 3.19 -3.26
H 0.06 4.31 -1.64
H 0.48 2.72 -1.10
H -0.90 3.54 -0.42
H -2.08 1.57 -1.14
H -1.88 0.19 -3.54
H -3.11 1.21 -3.25



8.
Below is C4Cl3F3S in the gas phase in a non-equilibrium geometry, with properties calculated with ωB97M-V/def2-TZVPD.

Values from the calculation:
* DFT total energy: -2230.76530 Ha
* SMILES: FC1(F)S[C@@](F)(Cl)C(Cl)=C1Cl
* molecular weight: 243.46 g/mol
* spin multiplicity: 1

Element x y z (Å)
F -2.30 -1.02 0.75
C -1.29 -0.76 -0.08
F -1.75 -1.12 -1.27
S 0.18 -1.78 0.16
C 1.33 -0.33 0.17
F 2.06 -0.34 1.36
Cl 2.59 -0.45 -1.10
C 0.53 0.85 0.13
Cl 1.30 2.40 0.17
C -0.78 0.66 -0.01
Cl -1.86 1.90 -0.28